(1)
{"formula": "C2H2N2O", "method": "ωB97M-V/def2-TZVPD", "elements": ["C", "C", "N", "N", "O", "H", "H"], "coordinates": [[0.557, 0.724, 0.026], [0.893, 0.307, 1.207], [-0.818, -1.186, -0.634], [-0.176, -0.239, -0.575], [1.168, -0.272, 2.175], [0.722, 1.789, -0.250], [-2.346, -1.123, -1.949]], "lowdin_charge": [-0.145, -0.174, 0.076, -0.111, 0.209, 0.126, 0.019], "de_lowest_ev": 6.293, "gap_ev": [7.03, 9.09]}


(2)
{"formula": "C3H12N2O2", "method": "ωB97M-V/def2-TZVPD", "elements": ["C", "N", "C", "O", "C", "N", "H", "H", "H", "H", "H", "H", "H", "H", "H", "H", "H", "H", "O"], "coordinates": [[-0.165, -1.617, 0.960], [-0.690, -0.818, -0.093], [-0.083, -0.688, -1.374], [0.277, 0.656, -1.524], [1.278, -1.175, 1.390], [1.440, 0.258, 1.377], [-0.183, -2.631, 0.587], [-0.785, -1.394, 1.826], [-1.439, -0.173, 0.143], [0.773, -1.365, -1.502], [-0.811, -0.967, -2.148], [0.626, 0.784, -2.416], [1.463, -1.565, 2.390], [1.934, -1.702, 0.709], [1.019, 0.721, 0.579], [2.415, 0.522, 1.436], [-2.007, 3.550, -0.431], [-1.114, 2.348, 0.034], [-1.857, 2.600, -0.513]], "lowdin_charge": [-0.099, 0.167, -0.211, -0.003, -0.215, 0.042, 0.154, 0.142, 0.180, 0.157, 0.169, 0.133, 0.128, 0.109, 0.045, 0.099, 0.056, 0.006, -0.058], "s2": 0.76, "de_lowest_ev": 1.676, "charge": 1, "gap_ev": [10.91, 5.58], "multiplicity": 2}


(3)
{"formula": "C7H12", "method": "ωB97M-V/def2-TZVPD", "elements": ["C", "C", "C", "C", "C", "C", "C", "H", "H", "H", "H", "H", "H", "H", "H", "H", "H", "H", "H"], "coordinates": [[-2.450, -0.743, -0.597], [-1.136, 0.016, -0.779], [0.105, -0.680, -0.314], [0.623, -0.675, 1.012], [0.837, 0.546, 1.859], [1.799, 0.913, -1.093], [1.474, -0.392, -0.759], [-3.039, -0.397, 0.252], [-3.042, -0.635, -1.493], [-2.341, -1.827, -0.501], [-0.938, 0.277, -1.830], [-1.147, 0.998, -0.277], [0.548, -1.613, 1.579], [0.006, 0.782, 2.546], [1.708, 0.519, 2.516], [1.022, 1.450, 1.275], [1.072, 1.610, -1.484], [2.856, 1.168, -1.048], [2.043, -1.317, -0.861]], "lowdin_charge": [-0.065, -0.186, -0.181, 0.065, -0.023, 0.151, -0.097, 0.083, 0.079, 0.085, 0.127, 0.133, 0.164, 0.121, 0.111, 0.085, 0.096, 0.099, 0.151], "s2": 0.84, "de_lowest_ev": 3.205, "charge": 1, "gap_ev": [6.42, 8.16], "multiplicity": 2}